Record 1
Molecular formula: CH7NO2
Method: DFT, the ωB97M-V functional and the def2-TZVPD basis

For the HOMO energy, the calculation gives -10.29 eV. The energy relative to the best compared isomer or geometry (same formula, charge and spin) comes out at 22.5 kcal/mol. As for the SMILES: C=N.O.O. The calculation puts the calculated total energy at -6734.3660 eV. The value obtained for the gap between HOMO and LUMO is 11.115 eV.

Last column: Löwdin charge in e.
CARTESIAN COORDINATES (ANGSTROEM)
C (-5.438, 2.663, 0.227)  -0.170
N (-4.547, 2.626, 1.113)  0.015
H (-5.744, 1.764, -0.320)  0.055
H (-6.128, 3.478, -0.025)  0.060
H (-4.673, 3.471, 1.683)  0.041
O (3.518, -0.740, -2.295)  -0.063
H (2.936, -0.922, -1.552)  0.028
H (3.677, -1.582, -2.738)  0.035
O (5.477, -3.665, 0.943)  -0.060
H (6.113, -3.970, 1.593)  0.029
H (4.809, -3.122, 1.371)  0.031

Record 2
Molecular formula: C16H21ClO3
Method: DFT, the ωB97M-V functional and the def2-TZVPD basis

For the HOMO energy, the calculation gives -9.07 eV. The energy relative to the best compared isomer or geometry (same formula, charge and spin) comes out at 0.0 kcal/mol. As for the SMILES: Cc1cc(Cl)ccc1O[C@@H](C)C(=O)OC1CCCCC1. The calculation puts the calculated total energy at -35596.1650 eV. The value obtained for the gap between HOMO and LUMO is 9.831 eV.

Last column: Löwdin charge in e.
CARTESIAN COORDINATES (ANGSTROEM)
C (-0.224, 3.372, -0.130)  -0.030
C (0.794, 2.436, 0.276)  -0.262
C (1.886, 2.423, -0.570)  -0.093
C (2.999, 1.676, -0.363)  -0.642
Cl (4.330, 1.681, -1.552)  0.606
C (3.025, 0.838, 0.771)  -0.078
C (1.897, 0.871, 1.642)  0.023
C (0.785, 1.691, 1.378)  -0.304
O (-0.149, 1.729, 2.326)  0.004
C (-1.043, 0.600, 2.320)  -0.248
C (-1.984, 0.743, 3.540)  -0.006
C (-1.678, 0.354, 0.927)  -0.282
O (-2.644, 1.015, 0.463)  0.093
O (-1.080, -0.732, 0.259)  -0.009
C (-1.641, -1.372, -0.860)  -0.338
C (-1.057, -0.837, -2.190)  -0.122
C (0.439, -1.188, -2.438)  -0.193
C (0.849, -2.611, -2.092)  -0.229
C (0.340, -3.134, -0.746)  -0.181
C (-1.233, -2.865, -0.661)  -0.142
H (-0.642, 2.934, -1.076)  0.112
H (0.223, 4.352, -0.407)  0.103
H (-0.915, 3.527, 0.675)  0.082
H (1.782, 3.029, -1.528)  0.146
H (3.903, 0.143, 1.130)  0.143
H (1.903, 0.262, 2.510)  0.107
H (-0.467, -0.242, 2.642)  0.128
H (-1.388, 0.678, 4.441)  0.082
H (-2.789, -0.008, 3.600)  0.093
H (-2.529, 1.693, 3.434)  0.092
H (-2.773, -1.465, -0.850)  0.163
H (-1.736, -1.125, -3.029)  0.126
H (-1.091, 0.285, -2.066)  0.121
H (1.076, -0.522, -1.834)  0.106
H (0.482, -0.956, -3.494)  0.103
H (1.954, -2.630, -1.929)  0.114
H (0.522, -3.202, -2.979)  0.120
H (0.432, -4.239, -0.710)  0.106
H (0.848, -2.547, 0.128)  0.139
H (-1.520, -3.170, 0.392)  0.118
H (-1.887, -3.492, -1.350)  0.130

Record 3
Molecular formula: C5H12N2O
Method: DFT, the ωB97M-V functional and the def2-TZVPD basis

For the HOMO energy, the calculation gives -9.29 eV. The energy relative to the best compared isomer or geometry (same formula, charge and spin) comes out at 89.2 kcal/mol. As for the SMILES: C[C@@H](N)C(=O)N(C)C. The calculation puts the calculated total energy at -10404.5570 eV. The value obtained for the gap between HOMO and LUMO is 10.268 eV.

Last column: Löwdin charge in e.
CARTESIAN COORDINATES (ANGSTROEM)
C (-0.261, 2.456, -0.024)  -0.060
C (-0.316, 1.110, -0.819)  -0.388
N (0.690, 1.082, -1.893)  0.017
C (0.030, 0.045, 0.167)  -0.430
O (0.989, 0.278, 0.961)  0.044
N (-0.621, -1.220, 0.216)  -0.192
C (0.400, -2.207, -0.180)  -0.119
C (-0.999, -1.525, 1.624)  -0.057
H (-0.458, 2.071, 1.014)  0.077
H (-1.027, 3.169, -0.405)  0.076
H (0.846, 2.827, -0.062)  0.109
H (-1.397, 0.776, -1.174)  0.177
H (1.594, 1.531, -1.662)  0.084
H (0.335, 1.536, -2.788)  0.100
H (1.211, -1.815, -1.043)  0.143
H (-0.247, -3.137, -0.659)  0.127
H (1.039, -2.555, 0.623)  0.059
H (-0.221, -1.596, 2.303)  0.058
H (-1.598, -0.786, 1.874)  0.027
H (-1.595, -2.554, 1.422)  0.148

Record 4
Molecular formula: C17H21N3O2S2
Method: DFT, the ωB97M-V functional and the def2-TZVPD basis

For the HOMO energy, the calculation gives -7.17 eV. The energy relative to the best compared isomer or geometry (same formula, charge and spin) comes out at 350.9 kcal/mol. The calculation puts the calculated total energy at -48191.6408 eV. The value obtained for the gap between HOMO and LUMO is 6.521 eV.

Last column: Löwdin charge in e.
CARTESIAN COORDINATES (ANGSTROEM)
C (1.955, 2.175, 4.910)  -0.054
C (1.622, 1.256, 3.710)  -0.403
C (1.914, -0.179, 3.674)  -0.506
C (2.473, -0.854, 4.935)  -0.455
O (2.182, -0.459, 6.076)  0.007
N (3.364, -1.805, 4.814)  -0.171
C (3.889, -2.040, 3.623)  -0.267
H (4.149, -1.177, 2.806)  0.118
H (5.141, -2.448, 3.590)  0.152
H (3.447, -2.818, 2.846)  0.100
C (3.860, -2.947, 5.795)  0.065
H (3.768, -3.862, 5.536)  -0.001
H (4.936, -2.418, 5.963)  0.149
H (3.223, -2.572, 6.658)  0.100
S (1.479, -0.806, 2.323)  1.208
C (0.781, 0.718, 2.005)  -0.500
N (1.008, 1.832, 2.749)  0.155
N (0.179, 0.946, 0.757)  0.128
C (0.039, -0.189, -0.338)  -0.363
O (0.301, -1.332, 0.156)  -0.052
C (-0.547, 0.240, -1.439)  -0.525
C (-1.020, -0.817, -2.289)  0.111
C (-1.634, -0.195, -3.536)  -0.185
C (-1.886, 1.175, -3.251)  -0.445
S (-0.922, 1.729, -2.012)  1.153
C (-2.468, 2.220, -4.393)  -0.117
H (-2.442, 3.407, -3.844)  0.196
C (-3.858, 1.695, -4.687)  -0.353
C (-4.093, 0.635, -5.414)  -0.335
C (-3.674, -0.675, -4.942)  -0.172
H (-4.044, -0.959, -4.067)  0.081
H (-3.782, -1.433, -5.670)  0.105
C (-2.103, -0.854, -4.774)  -0.103
H (-1.800, -1.741, -4.588)  0.047
H (-1.559, -0.377, -5.587)  0.130
H (-5.105, 0.361, -5.895)  0.154
H (-3.334, 0.883, -6.560)  0.220
H (-4.621, 1.529, -3.538)  0.227
H (-4.387, 2.644, -5.045)  0.131
H (-1.882, 2.083, -5.146)  0.024
H (-0.922, -1.673, -2.336)  -0.008
H (-0.171, 1.712, 0.665)  -0.031
H (2.179, 1.686, 5.967)  0.085
H (1.252, 3.062, 5.083)  0.076
H (3.112, 2.641, 4.711)  0.126

Record 5
Molecular formula: C4H8O2
Method: DFT, the ωB97M-V functional and the def2-TZVPD basis

For the HOMO energy, the calculation gives -9.12 eV. The energy relative to the best compared isomer or geometry (same formula, charge and spin) comes out at 57.0 kcal/mol. As for the SMILES: C=CC.O=CO. The calculation puts the calculated total energy at -8370.8097 eV. The value obtained for the gap between HOMO and LUMO is 9.959 eV.

Last column: Löwdin charge in e.
CARTESIAN COORDINATES (ANGSTROEM)
C (-1.004, 0.227, -0.705)  -0.029
C (-0.217, 0.926, 0.126)  -0.232
C (-0.780, 2.000, 1.028)  -0.108
H (-0.752, 0.171, -1.758)  0.068
H (-2.040, 0.027, -0.459)  0.058
H (0.847, 0.952, -0.083)  0.076
H (-0.974, 2.842, 0.360)  0.076
H (-0.012, 2.351, 1.716)  0.063
H (-1.727, 1.767, 1.508)  0.075
O (0.843, -2.469, -1.618)  0.085
C (1.208, -1.948, -0.616)  -0.421
O (1.248, -2.534, 0.600)  0.060
H (1.636, -0.943, -0.667)  0.115
H (1.726, -3.371, 0.568)  0.114

Record 6
Molecular formula: C4H9N2O2
Method: DFT, the ωB97M-V functional and the def2-TZVPD basis

For the HOMO energy, the calculation gives -3.02 eV. The energy relative to the best compared isomer or geometry (same formula, charge and spin) comes out at 206.8 kcal/mol. As for the charge: -1. The calculation puts the calculated total energy at -11362.1986 eV. The value obtained for the gap between HOMO and LUMO is 3.718 eV.

Last column: Löwdin charge in e.
CARTESIAN COORDINATES (ANGSTROEM)
C (1.528, 0.799, -1.086)  -0.344
O (1.977, 1.377, 0.135)  -0.193
C (0.588, -0.441, -0.997)  -0.372
C (-0.755, -0.035, -0.336)  -0.159
C (-1.200, -0.526, 1.010)  -0.595
N (-2.375, 0.139, 1.350)  -0.019
O (-0.119, -0.342, 2.099)  -0.125
N (0.323, -0.966, -2.323)  0.098
H (0.898, 1.502, -1.536)  0.081
H (2.299, 0.630, -1.852)  0.099
H (1.408, -1.152, -0.507)  0.177
H (-0.871, 1.058, -0.271)  0.110
H (-1.617, -0.244, -0.956)  0.095
H (-1.316, -1.576, 0.885)  0.101
H (-2.934, -0.404, 2.036)  -0.016
H (0.842, -1.754, -2.580)  -0.017
H (-0.167, 0.663, 2.170)  0.080